1.
Formula: C14H11AsAuF5S4Si
Source: the Open Molecules 2025 dataset
Level of theory: wB97M-V/def2-TZVPD

For the relative energy (zero: lowest compared OMol25 entry of this formula, charge and spin), the calculation gives 0.00 kcal/mol. The value obtained for the largest force on an atom is 0.268 eV/A. The total energy comes out at -144037.90458 eV. As for the multiplicity: 1. The charge is -2.

Last column: Löwdin charge in e.
Geometry (Å):
Au -1.3181 -0.4960 -0.8217  0.495
S -4.4287 -3.9021 -0.0441  -0.287
As -4.2621 -1.8028 -0.2306  -0.576
S -2.5617 -1.0492 1.0565  -0.021
S -3.2342 -1.1961 -2.1168  -0.102
S -6.0156 -0.6865 0.1423  -0.283
F 0.7674 -2.1273 -2.7231  0.064
C 0.6340 -0.8589 -3.1550  -0.265
C -0.2308 0.0107 -2.5167  -0.231
C -0.2917 1.2831 -3.0585  -0.271
F -1.0859 2.2202 -2.5106  0.063
C 0.4602 1.6820 -4.1509  -0.155
F 0.3725 2.9324 -4.6421  0.087
C 1.3215 0.7824 -4.7462  -0.154
F 2.0551 1.1473 -5.8142  0.086
C 1.4097 -0.5006 -4.2450  -0.155
F 2.2471 -1.3798 -4.8267  0.087
C 2.0880 -0.7566 0.0620  -0.218
Si 0.5214 0.2071 0.4791  0.426
C 0.8831 2.0276 0.1529  -0.229
C 0.3055 0.0145 2.3462  -0.333
C 0.2305 1.1173 3.1993  -0.109
C 0.0265 0.9677 4.5662  -0.111
C -0.1109 -0.3010 5.1093  -0.118
C -0.0413 -1.4131 4.2813  -0.100
C 0.1616 -1.2538 2.9180  -0.154
H 2.9149 -0.4354 0.7038  0.022
H 2.3804 -0.6073 -0.9793  0.010
H 1.9351 -1.8281 0.2081  0.023
H 1.7222 2.3944 0.7538  0.023
H 0.0067 2.6450 0.3632  0.029
H 1.1332 2.1647 -0.9014  0.010
H 0.3261 2.1174 2.7899  0.084
H -0.0360 1.8424 5.2041  0.088
H -0.2870 -0.4231 6.1721  0.087
H -0.1788 -2.4065 4.6914  0.095
H 0.1800 -2.1323 2.2830  0.094


2.
Formula: C5H7IN2
Source: the Open Molecules 2025 dataset
Level of theory: wB97M-V/def2-TZVPD

For the relative energy (zero: lowest compared OMol25 entry of this formula, charge and spin), the calculation gives 52.46 kcal/mol. The value obtained for the largest force on an atom is 4.655 eV/A. The total energy comes out at -16376.80150 eV. As for the multiplicity: 1.

Last column: Löwdin charge in e.
Geometry (Å):
C -0.1742 0.0871 -0.6204  -0.028
C -0.6647 -0.9540 0.0772  -0.437
C 0.9290 0.5800 0.2608  -0.816
C -1.6497 -1.8191 -0.4694  -0.065
C 1.0059 2.0550 0.4913  -0.152
N 0.0465 -1.2319 1.1579  0.044
N 0.9753 -0.4246 1.3846  -0.043
I 2.9808 0.0043 -0.3735  0.839
H -0.5337 0.6557 -1.4566  0.123
H -2.2701 -1.1332 -1.0824  0.089
H -2.3417 -2.4670 0.1851  0.107
H -1.2094 -2.6755 -1.0952  0.114
H 1.7166 2.2984 1.2757  0.075
H 0.0028 2.5088 0.6983  0.102
H 1.1865 2.5161 -0.4333  0.048


3.
Formula: C22H29N2O8Zr
Source: the Open Molecules 2025 dataset
Level of theory: wB97M-V/def2-TZVPD

For the relative energy (zero: lowest compared OMol25 entry of this formula, charge and spin), the calculation gives 39.18 kcal/mol. The value obtained for the largest force on an atom is 0.687 eV/A. The total energy comes out at -43901.17970 eV. As for the multiplicity: 1. The charge is +3.

Last column: Löwdin charge in e.
Geometry (Å):
Zr 0.9804 1.0055 0.4381  2.019
C 1.6810 -2.7900 -0.7830  0.084
C 1.1995 -1.6494 -1.6350  -0.076
O 0.3643 -0.6555 -1.0035  -0.304
C -0.4880 0.0197 -2.0156  -0.089
C -1.6233 0.7070 -1.2974  -0.090
O -1.0338 1.5269 -0.2441  -0.270
C -2.0126 1.9870 0.7517  -0.066
C -1.2370 2.3671 1.9891  -0.101
O -0.3207 1.2633 2.1886  -0.287
C 0.5204 1.2498 3.3918  -0.090
C 1.3207 -0.0290 3.2185  -0.173
O 1.7104 -0.0829 1.8321  -0.351
H 2.6244 -3.2063 -1.1305  0.177
H 1.6954 -4.2115 0.5254  0.195
H 0.6464 -2.1107 -2.4615  0.169
H 2.0793 -1.1600 -2.0593  0.157
H -0.9254 -0.7142 -2.6944  0.162
H 0.1449 0.7073 -2.5810  0.152
H -2.3218 -0.0108 -0.8569  0.109
H -2.1615 1.3365 -2.0071  0.171
H -2.6997 1.1637 0.9471  0.153
H -2.5659 2.8387 0.3581  0.164
H -1.9305 2.4733 2.8239  0.164
H -0.6748 3.2973 1.8736  0.151
H -0.0953 1.2600 4.2897  0.157
H 1.1608 2.1346 3.3713  0.147
H 0.7158 -0.9025 3.4632  0.125
H 2.2036 -0.0280 3.8556  0.147
O 2.3992 1.5735 -1.0226  -0.138
C 2.6327 2.7122 -0.4124  -0.460
O 1.8849 2.8654 0.6579  -0.125
C 3.5759 3.6754 -0.8525  -0.153
C 4.3228 3.4345 -2.0199  0.018
C 5.2297 4.3789 -2.4459  -0.024
C 5.3959 5.5554 -1.7161  0.004
C 4.6602 5.7974 -0.5574  -0.022
C 3.7486 4.8630 -0.1188  0.023
H 4.1800 2.5157 -2.5713  0.124
H 5.8090 4.2061 -3.3418  0.126
H 6.1103 6.2938 -2.0564  0.131
H 4.8057 6.7154 -0.0056  0.127
H 3.1713 5.0352 0.7789  0.128
O -5.7050 -3.7157 -2.2565  -0.013
C -5.9303 -3.4333 -0.8984  -0.222
N -4.7008 -3.7614 -0.2028  0.124
C -3.6704 -2.9089 -0.1612  -0.415
O -3.7048 -1.7371 -0.5151  0.051
C -2.3602 -3.4407 0.3729  -0.064
C -1.9696 -4.6481 1.1352  0.039
C -0.6698 -4.5739 1.4314  0.003
C -0.1266 -3.2497 0.9285  -0.217
N 1.1470 -3.4191 0.1901  0.187
C -1.2862 -2.6816 0.1740  0.018
H -6.5205 -3.5914 -2.7565  0.110
H -6.7260 -4.0475 -0.4746  0.140
H -6.1467 -2.3794 -0.7226  0.132
H -4.5417 -4.7381 -0.0113  0.153
H -2.6263 -5.4523 1.4344  0.134
H -0.0872 -5.2799 2.0075  0.132
H 0.0820 -2.6049 1.7919  0.165
H -1.3398 -1.7456 -0.3317  0.082


4.
Formula: C7H16N4O2
Source: the Open Molecules 2025 dataset
Level of theory: wB97M-V/def2-TZVPD

For the relative energy (zero: lowest compared OMol25 entry of this formula, charge and spin), the calculation gives 0.97 kcal/mol. The value obtained for the largest force on an atom is 0.688 eV/A. The total energy comes out at -17574.79309 eV. As for the multiplicity: 1. As for the structure (SMILES): [H]/N=C(/N)NCCC[C@H](NC)C(=O)O.

Last column: Löwdin charge in e.
Geometry (Å):
C -3.9974 -0.9827 -0.9081  -0.118
N -2.5501 -1.0696 -0.9421  -0.078
H -2.2070 -0.7086 -1.8286  0.117
C -1.8897 -0.3596 0.1365  -0.299
C -0.3860 -0.6677 0.0941  -0.147
C 0.3548 -0.1615 1.3288  -0.181
H 0.0029 -0.6914 2.2153  0.121
H 0.1512 0.9021 1.4765  0.111
C 1.8623 -0.3634 1.1956  -0.216
N 2.3719 0.4100 0.0862  0.019
C 3.6536 0.2408 -0.4068  -0.592
N 4.4667 -0.7041 -0.1804  0.110
H 4.1628 -1.3783 0.5110  0.021
N 4.0507 1.2657 -1.2482  0.101
H 3.3272 1.6670 -1.8252  0.084
H 4.8911 1.0320 -1.7546  0.088
H 2.0247 1.3577 0.0463  0.133
H 2.0701 -1.4189 0.9962  0.117
H 2.3552 -0.0886 2.1420  0.124
H -0.2718 -1.7486 0.0073  0.125
H 0.0400 -0.2112 -0.8013  0.117
C -2.0832 1.1478 0.0193  -0.517
O -1.9416 1.7761 -0.9970  0.113
O -2.4428 1.7168 1.1752  0.116
H -2.5669 2.6743 1.0667  0.135
H -2.3155 -0.6939 1.0882  0.152
H -4.3960 -1.5801 -1.7258  0.080
H -4.3864 0.0408 -1.0008  0.081
H -4.3506 -1.4029 0.0338  0.083


Number 1: HOMO energy -0.047 Ha, frontier orbital gap 5.750 eV. Number 2: HOMO energy -0.339 Ha, frontier orbital gap 8.341 eV. Number 3: HOMO energy -0.617 Ha, frontier orbital gap 7.004 eV. Number 4: HOMO energy -0.327 Ha, frontier orbital gap 9.454 eV.